No. 1
{"formula": "C2H2Cl2OS", "method": "ωB97M-V/def2-TZVPD", "homo_lumo_gap_ev": [6.985, 6.986], "e_above_lowest_kcal_mol": 99.0, "charge": 0, "homo_energy_ev": [-9.24, -9.24], "species": ["C", "C", "O", "S", "Cl", "Cl", "H", "H"], "coordinates": [[0.6658, -0.1686, -0.2657], [-0.5283, -0.7065, -0.0673], [1.7809, -0.9704, -0.2033], [-2.5419, 1.3146, 0.0149], [0.9828, 1.5145, -0.3487], [-1.0599, -2.2082, 0.2132], [2.4980, -0.4515, -0.3304], [-1.7973, 1.6761, 0.9873]], "forces_ev_per_angstrom": [[0.118, -0.685, 0.793], [-1.232, 3.098, -0.372], [-4.179, -2.087, 0.377], [0.879, -2.653, -1.592], [-0.040, -0.073, -0.226], [-0.343, -0.856, 0.091], [3.767, 2.529, -0.658], [1.029, 0.727, 1.587]]}

No. 2
{"formula": "C21H19KN4O5", "method": "ωB97M-V/def2-TZVPD", "homo_lumo_gap_ev": 5.796, "charge": -2, "homo_energy_ev": -1.44, "species": ["K", "C", "O", "C", "C", "C", "C", "C", "C", "N", "N", "C", "C", "O", "C", "C", "C", "C", "C", "C", "C", "C", "H", "H", "H", "H", "H", "H", "H", "H", "H", "H", "H", "H", "H", "N", "C", "C", "O", "N", "C", "C", "O", "O", "H", "H", "H", "H", "H", "H"], "coordinates": [[0.4123, -1.4134, -1.3074], [2.8505, -3.2558, 0.4880], [2.0663, -2.1412, 0.9343], [1.7451, -2.0582, 2.2422], [2.2731, -2.9040, 3.2190], [1.9170, -2.7305, 4.5530], [1.0369, -1.7309, 4.9253], [0.5005, -0.8990, 3.9460], [0.8461, -1.0437, 2.6171], [0.2673, -0.2446, 1.5517], [-0.1720, 0.8430, 2.0043], [-0.8453, 1.7112, 1.1519], [-1.3129, 1.3566, -0.1498], [-1.1596, 0.2399, -0.6892], [-2.0439, 2.4022, -0.8831], [-2.2813, 3.6133, -0.3518], [-1.8449, 3.9611, 0.9770], [-2.1226, 5.2264, 1.5166], [-1.7202, 5.5694, 2.7862], [-1.0109, 4.6171, 3.5380], [-0.7184, 3.3771, 3.0268], [-1.1317, 2.9978, 1.7234], [3.8179, -3.2589, 0.9988], [2.9576, -3.1206, -0.5903], [2.3054, -4.1805, 0.6922], [2.9519, -3.6920, 2.9322], [2.3323, -3.3960, 5.3017], [0.7482, -1.6057, 5.9616], [-0.2113, -0.1241, 4.1987], [-2.3596, 2.1336, -1.8850], [-2.8154, 4.3667, -0.9247], [-2.6688, 5.9352, 0.9017], [-1.9395, 6.5484, 3.1942], [-0.6795, 4.8617, 4.5419], [-0.1606, 2.6660, 3.6192], [-1.4764, 0.4969, -4.2250], [-1.5894, -0.4626, -5.3322], [-0.6581, -1.6874, -5.3327], [-0.8442, -2.4914, -6.2922], [0.2473, -1.7008, -4.3862], [1.1363, -2.8739, -4.4292], [1.5983, -3.0937, -2.9930], [2.6765, -2.5562, -2.6136], [0.7768, -3.6294, -2.1960], [-1.8047, 0.0322, -3.3819], [-0.4770, 0.5651, -4.0371], [-2.6140, -0.8395, -5.3911], [-1.4224, 0.0597, -6.2812], [0.6121, -3.7582, -4.8026], [2.0087, -2.6885, -5.0678]], "forces_ev_per_angstrom": [[0.345, 0.231, 0.071], [-0.209, 0.191, 0.101], [-0.017, -0.021, -0.027], [0.183, -0.195, 0.019], [-0.152, 0.178, -0.088], [0.081, -0.106, 0.064], [-0.060, 0.074, -0.118], [-0.022, -0.045, 0.284], [-0.244, 0.367, -0.799], [0.306, -0.395, 0.769], [-0.262, 0.388, -0.490], [0.335, -0.378, 0.588], [-0.213, 0.061, -0.388], [-0.602, 0.702, 0.199], [0.148, -0.159, 0.188], [-0.007, 0.105, 0.078], [-0.127, -0.001, -0.260], [0.005, 0.026, 0.037], [0.040, -0.121, -0.027], [-0.009, 0.086, 0.055], [-0.016, -0.062, -0.089], [0.021, 0.098, 0.115], [0.045, -0.023, -0.046], [0.003, -0.040, -0.008], [0.086, -0.060, -0.018], [0.022, -0.027, 0.045], [-0.001, -0.004, -0.010], [0.009, -0.009, 0.010], [0.009, -0.005, -0.009], [0.005, 0.020, -0.004], [0.004, 0.000, 0.008], [-0.002, 0.005, 0.009], [0.002, 0.003, 0.011], [-0.008, 0.023, -0.010], [0.002, -0.022, -0.021], [0.083, -0.158, 0.026], [-0.115, 0.015, 0.025], [0.096, 0.226, -0.334], [0.006, -0.015, 0.145], [0.095, -0.370, 0.039], [-0.115, 0.163, 0.100], [0.004, 0.110, 0.189], [0.149, -0.113, -0.129], [0.191, -0.887, -0.334], [-0.056, 0.040, 0.001], [-0.014, 0.052, -0.050], [-0.035, 0.019, 0.063], [0.057, 0.000, 0.044], [-0.029, 0.000, -0.002], [-0.019, 0.032, -0.022]]}

No. 3
{"formula": "C3H2BiLiO3", "method": "ωB97M-V/def2-TZVPD", "homo_lumo_gap_ev": [5.801, 5.881], "charge": 1, "spin_multiplicity": 2, "s2": 0.80, "homo_energy_ev": [-11.10, -11.28], "species": ["O", "C", "O", "C", "C", "O", "Bi", "H", "H", "Li"], "coordinates": [[2.8451, 0.9624, 0.8958], [2.7492, 0.6447, -0.2357], [-0.9000, 1.1263, -0.9812], [-1.6588, 0.6998, -0.1085], [-1.4152, -0.6861, 0.5313], [-0.4489, -1.3720, 0.1906], [0.6193, -0.1369, -0.9237], [-2.5459, 1.2119, 0.2641], [-2.1950, -0.9970, 1.2267], [2.9501, -1.4530, -0.8594]], "forces_ev_per_angstrom": [[0.573, -0.319, -2.809], [1.691, 0.921, 4.197], [0.015, 2.916, -2.386], [-3.143, -5.131, 5.035], [-5.224, 5.825, 0.090], [0.920, -3.520, 1.013], [3.926, -0.496, -4.455], [0.171, 0.289, -0.423], [0.359, -0.327, 0.042], [0.712, -0.158, -0.303]]}

No. 4
{"formula": "C21H24ClN4O5Pt", "method": "ωB97M-V/def2-TZVPD", "homo_lumo_gap_ev": [4.567, 3.516], "charge": 1, "spin_multiplicity": 3, "s2": 2.00, "homo_energy_ev": [-10.87, -10.87], "species": ["Pt", "Cl", "O", "O", "O", "O", "N", "C", "C", "C", "C", "C", "H", "H", "H", "H", "H", "N", "C", "C", "C", "C", "C", "H", "H", "H", "H", "H", "N", "C", "C", "C", "C", "C", "H", "H", "H", "H", "H", "N", "C", "C", "C", "C", "C", "H", "H", "H", "H", "H", "C", "O", "H", "H", "H", "H"], "coordinates": [[0.2336, -4.4489, 0.9286], [0.0970, -0.8046, 1.2801], [0.0011, -0.9175, 2.7048], [1.3119, -0.2521, 0.7780], [0.0226, -2.2157, 0.7839], [-1.0701, -0.1283, 0.8343], [-3.5214, -2.3254, -1.5580], [-2.3810, -2.0572, -2.1891], [-2.2206, -1.2058, -3.2689], [-3.4134, -0.7192, -3.8043], [-4.6170, -0.9326, -3.1700], [-4.6181, -1.7300, -2.0324], [-1.4753, -2.3656, -1.6670], [-1.2858, -0.9150, -3.7227], [-3.2824, -0.0012, -4.6070], [-5.4962, -0.4440, -3.5652], [-5.4613, -1.7313, -1.3517], [1.7279, 4.1948, 5.2086], [2.2497, 3.0442, 4.7695], [1.5094, 2.0825, 4.1040], [0.1810, 2.3711, 3.8216], [-0.3226, 3.6038, 4.1618], [0.4828, 4.5049, 4.8485], [3.2903, 2.8894, 5.0289], [1.8068, 1.0974, 3.7659], [-0.5042, 1.7981, 3.2073], [-1.2409, 4.0324, 3.7775], [0.1529, 5.4862, 5.1663], [0.5962, -4.2572, -1.2464], [1.2262, -3.1638, -1.7148], [1.0611, -2.7171, -3.0007], [0.3983, -3.5526, -3.9051], [-0.0687, -4.7736, -3.4587], [0.0018, -5.0804, -2.1133], [1.7185, -2.5628, -0.9617], [1.4897, -1.7772, -3.3159], [0.3618, -3.3146, -4.9593], [-0.5493, -5.4522, -4.1485], [-0.4193, -5.9984, -1.7250], [0.1711, 6.0552, -0.8610], [1.2892, 5.3935, -1.1560], [1.5594, 4.1254, -0.6526], [0.5825, 3.4882, 0.0886], [-0.5885, 4.1729, 0.3708], [-0.7413, 5.4750, -0.0731], [1.9613, 6.0065, -1.7444], [2.4282, 3.5585, -0.9630], [0.8069, 2.5498, 0.5807], [-1.3643, 3.7856, 1.0205], [-1.7159, 5.9494, -0.0814], [2.9612, -3.0464, 1.8850], [2.3941, -4.2311, 1.2788], [2.3377, -2.6444, 2.6799], [3.9851, -3.1735, 2.2294], [2.9810, -2.2312, 1.1561], [2.9791, -4.4937, 0.5574]], "forces_ev_per_angstrom": [[0.976, 2.041, -1.296], [-1.711, 0.696, 2.249], [1.250, 0.102, -0.065], [-0.024, -0.186, 0.118], [-0.148, -1.980, -1.473], [0.572, -0.122, -0.965], [-0.017, 0.296, -0.277], [1.237, 0.352, 0.620], [-1.580, -0.495, -0.204], [1.181, 0.898, -0.135], [0.040, -0.146, -0.270], [0.141, 0.440, 0.444], [-0.104, -0.457, -0.072], [0.194, -0.161, 0.247], [-0.564, -0.166, -0.214], [-0.179, -0.100, 0.273], [-0.308, -0.461, -0.352], [0.297, 0.176, -0.475], [-0.136, -0.109, 0.580], [-1.035, -0.527, -0.367], [-0.629, 0.829, -0.581], [0.120, 1.642, -0.064], [0.622, -0.717, 0.495], [0.023, -0.113, -0.063], [0.801, 0.173, 0.226], [0.469, -0.729, 0.161], [-0.344, -0.619, 0.154], [-0.219, -0.018, -0.114], [0.035, -0.492, 0.587], [-0.652, 0.788, 1.093], [0.158, -0.601, -0.664], [0.695, 0.004, 0.224], [-0.339, -0.015, -0.128], [-0.251, -0.184, -0.105], [0.036, 0.082, -0.112], [0.080, -0.001, 0.088], [-0.253, 0.193, 0.045], [0.016, -0.118, 0.104], [-0.080, 0.052, 0.011], [-0.231, 0.172, 0.183], [-0.338, 0.596, 0.691], [-0.125, -0.339, -0.936], [0.169, 0.379, 0.858], [-0.214, 0.274, 0.831], [0.145, -0.625, -1.853], [0.358, -0.507, -0.156], [0.245, 0.285, 0.177], [-0.203, -0.221, -0.317], [0.072, -0.358, -0.142], [0.120, 0.307, 0.691], [0.094, 1.798, -0.283], [0.036, -0.328, 0.530], [-0.184, -0.641, 0.162], [-0.128, -0.660, 0.089], [-0.022, -0.184, -0.155], [-0.169, -0.192, -0.093]]}

Copy entry 1 word for word.
{"formula": "C2H2Cl2OS", "method": "ωB97M-V/def2-TZVPD", "homo_lumo_gap_ev": [6.985, 6.986], "e_above_lowest_kcal_mol": 99.0, "charge": 0, "homo_energy_ev": [-9.24, -9.24], "species": ["C", "C", "O", "S", "Cl", "Cl", "H", "H"], "coordinates": [[0.6658, -0.1686, -0.2657], [-0.5283, -0.7065, -0.0673], [1.7809, -0.9704, -0.2033], [-2.5419, 1.3146, 0.0149], [0.9828, 1.5145, -0.3487], [-1.0599, -2.2082, 0.2132], [2.4980, -0.4515, -0.3304], [-1.7973, 1.6761, 0.9873]], "forces_ev_per_angstrom": [[0.118, -0.685, 0.793], [-1.232, 3.098, -0.372], [-4.179, -2.087, 0.377], [0.879, -2.653, -1.592], [-0.040, -0.073, -0.226], [-0.343, -0.856, 0.091], [3.767, 2.529, -0.658], [1.029, 0.727, 1.587]]}